Below is a molecular structure, C59H48BiClIN7OP2, with properties calculated with wB97M-V/def2-TZVPD.

Output
LUMO in eV: -6.088
Maximum force in eV Å⁻¹: 0.53
E_HOMO in eV: -11.139
Charge: +2

The geometry in XYZ format:
```
120
C59H48BiClIN7OP2 | the Open Molecules 2025 dataset | wB97M-V/def2-TZVPD
Bi 0.96 -0.20 -1.06
C 4.65 2.46 -1.11
C 5.67 1.67 -1.62
C 5.40 0.37 -2.00
C 4.11 -0.13 -1.87
N 3.13 0.64 -1.37
C 3.40 1.90 -1.00
C 3.76 -1.52 -2.25
C 4.52 -2.26 -3.14
C 4.13 -3.56 -3.42
C 2.99 -4.07 -2.83
C 2.26 -3.24 -1.98
N 2.65 -2.01 -1.69
C 1.04 -3.70 -1.26
C 0.13 -4.57 -1.84
C -0.94 -4.99 -1.06
C -1.05 -4.53 0.24
C -0.11 -3.63 0.71
N 0.92 -3.21 -0.02
H 4.82 3.48 -0.80
H 6.68 2.06 -1.72
H 6.19 -0.26 -2.37
H 2.57 2.47 -0.59
H 5.40 -1.84 -3.61
H 4.71 -4.17 -4.09
H 2.67 -5.09 -3.00
H 0.25 -4.90 -2.86
H -1.68 -5.67 -1.47
H -1.87 -4.84 0.88
H -0.18 -3.23 1.71
Cl -0.66 3.92 -6.68
C -0.11 2.65 -5.66
C 0.35 1.51 -6.20
C 0.76 0.42 -5.34
I 1.33 -1.36 -6.22
C 0.74 0.49 -3.99
O 1.03 -0.53 -3.18
C 0.36 1.74 -3.38
N 0.46 1.80 -2.07
C -0.18 2.90 -1.38
C -0.59 4.16 -2.16
C -0.64 3.94 -3.63
C -0.14 2.84 -4.21
H 0.38 1.38 -7.27
H 0.40 3.18 -0.50
H 0.01 5.06 -1.99
H -1.03 4.73 -4.25
C -2.85 1.44 3.61
N -3.69 1.94 2.54
C -3.38 1.83 1.14
P -1.58 1.95 0.72
C -1.07 3.39 1.72
C 0.26 3.46 2.11
C 0.73 4.51 2.89
C -0.15 5.49 3.31
C -1.49 5.44 2.93
C -1.95 4.39 2.13
C -1.66 2.66 -0.98
C -2.37 1.67 -1.86
C -3.39 2.01 -2.65
C -3.86 3.40 -2.76
C -3.21 4.40 -2.16
C -1.95 4.14 -1.39
C -4.89 2.59 2.88
C -5.07 3.14 4.16
C -6.26 3.78 4.49
C -7.29 3.90 3.57
C -7.11 3.36 2.31
C -5.94 2.71 1.96
P -1.85 -0.10 3.24
C -3.19 -1.14 2.55
C -4.41 -1.35 3.21
C -5.44 -2.03 2.59
C -5.27 -2.52 1.29
C -4.07 -2.33 0.63
C -3.04 -1.64 1.26
C -1.69 -0.74 4.95
C -1.45 -2.11 5.11
C -1.24 -2.65 6.36
C -1.25 -1.83 7.48
C -1.47 -0.48 7.34
C -1.69 0.07 6.08
H -3.51 1.17 4.43
H -2.16 2.21 3.99
H -3.83 2.69 0.63
H -3.79 0.94 0.66
H 0.94 2.67 1.80
H 1.77 4.55 3.19
H 0.19 6.30 3.94
H -2.18 6.20 3.26
H -2.99 4.37 1.86
H -2.10 0.62 -1.77
H -3.91 1.25 -3.22
H -4.77 3.60 -3.32
H -3.58 5.42 -2.22
H -1.88 4.81 -0.53
H -4.28 3.09 4.90
H -6.37 4.19 5.49
H -8.21 4.40 3.84
H -7.91 3.43 1.58
H -5.86 2.27 0.98
H -4.55 -0.97 4.22
H -6.37 -2.19 3.11
H -6.08 -3.04 0.81
H -3.93 -2.71 -0.37
H -2.09 -1.49 0.75
H -1.45 -2.75 4.23
H -1.08 -3.72 6.47
H -1.09 -2.26 8.46
H -1.48 0.17 8.21
H -1.87 1.13 6.00
N 2.96 -1.56 1.44
C 3.56 -1.75 2.63
C 3.32 -0.63 3.38
C 2.54 0.19 2.56
N 2.32 -0.37 1.38
H 2.82 -2.24 0.71
H 4.09 -2.67 2.85
H 3.65 -0.44 4.39
H 2.12 1.14 2.81
```